1.
# C31H32N6O2SeZr

A molecular structure, C31H32N6O2SeZr in a non-equilibrium geometry (ωB97M-V/def2-TZVPD, the Open Molecules 2025 dataset).

Each line ends with the Löwdin charge.
Cartesian coordinates (Å):
H  -0.53  -3.08  -2.33  0.102
N  -0.44  -3.00  -0.26  -0.074
O  -6.33  -1.10  -4.22  -0.038
O  -1.54  0.53  -7.14  -0.039
C  -0.78  -0.71  3.07  -0.147
H  -7.18  -1.26  -4.64  0.110
H  4.10  2.58  2.28  0.129
C  -1.59  0.25  -4.47  0.073
N  0.91  0.86  1.00  -0.069
C  -3.94  -0.86  -3.05  0.080
H  -1.40  -2.98  2.43  0.129
H  -3.89  1.48  3.49  0.127
C  1.41  -1.21  2.17  -0.139
H  0.76  -6.65  -0.38  0.128
C  -0.15  -3.65  0.87  -0.263
C  -3.47  1.66  2.51  0.008
H  0.17  -5.43  -2.48  0.125
C  0.41  -5.63  -0.34  -0.004
H  -4.16  -0.40  -4.00  0.129
C  -0.35  -2.89  2.13  -0.110
C  -0.32  -3.65  -1.43  -0.160
N  -2.02  0.90  0.77  0.021
C  1.75  0.21  1.81  -0.318
H  3.58  0.23  2.93  0.135
H  1.10  2.28  -4.55  0.138
N  -2.40  -1.22  -1.26  -0.027
H  -2.68  -1.39  2.29  0.103
H  -1.90  2.11  -0.90  0.093
C  -0.61  1.04  -5.03  -0.136
H  -3.44  3.83  -0.07  0.122
C  0.25  1.39  -2.83  -0.164
C  -6.27  -1.81  -3.00  -0.193
C  -4.91  -1.60  -2.40  -0.139
H  -7.02  -1.45  -2.28  0.141
C  -0.51  1.26  -6.52  -0.191
C  0.31  1.65  -4.18  0.024
C  3.20  2.10  1.93  -0.002
C  2.30  2.79  1.13  -0.016
C  -2.59  0.73  1.98  -0.258
H  -2.78  -0.43  3.73  0.129
H  -5.31  -2.76  -0.62  0.135
C  -3.22  2.97  0.54  -0.026
H  -0.59  2.34  -6.71  0.143
C  1.17  2.13  0.68  -0.118
C  -4.59  -2.17  -1.17  0.021
H  -0.29  0.26  3.20  0.131
H  -2.32  -0.24  -5.10  0.128
C  2.91  0.79  2.29  0.021
N  -0.06  -1.44  1.98  -0.243
H  0.48  0.94  -6.85  0.143
H  -1.53  0.71  -8.09  0.109
H  -4.48  3.53  2.20  0.127
C  -3.34  -1.96  -0.64  -0.103
H  -6.44  -2.88  -3.13  0.143
C  0.08  -4.96  -1.52  -0.014
H  1.68  -1.42  3.21  0.145
Zr  -0.34  -0.65  -0.29  1.262
H  0.46  2.63  0.04  0.107
C  -2.70  -0.70  -2.46  -0.187
H  2.47  3.82  0.85  0.123
C  -1.62  0.09  -3.10  -0.203
H  -3.05  -2.41  0.30  0.104
H  0.54  -5.46  1.80  0.130
C  -3.79  2.80  1.79  -0.015
C  -2.35  2.00  0.08  -0.127
Se  1.83  -1.07  -1.35  0.193
C  0.29  -4.97  0.87  0.016
H  0.24  -3.30  2.95  0.144
H  1.00  1.77  -2.16  0.086
C  -2.26  -0.50  2.78  -0.101
N  -0.70  0.61  -2.27  -0.074
H  -0.63  -1.27  3.99  0.139
H  1.95  -1.89  1.51  0.105

E_HOMO = -12.413 eV
Net charge = +2
Molar mass = 690.82 g/mol
E = -112320.67872 eV
Multiplicity = 1
ΔE to the lowest compared entry with this formula, charge and spin = 0.000 eV
Frontier orbital gap = 6.828 eV

=====

2.
# C20H21Br2Cl3N3O6TeTi

A molecular structure, C20H21Br2Cl3N3O6TeTi in a non-equilibrium geometry (ωB97M-V/def2-TZVPD, the Open Molecules 2025 dataset).

Each line ends with the natural charge from an NBO analysis.
Cartesian coordinates (Å):
H  -2.10  -1.95  1.67  0.232
N  -1.40  1.61  -1.10  -0.444
C  -2.34  -2.99  1.82  -0.870
Br  -0.42  2.53  3.84  0.068
H  -3.05  3.21  -3.52  0.229
C  -1.32  2.93  2.23  -0.155
C  -1.46  1.00  -3.44  -0.698
H  -0.44  0.66  -3.31  0.241
O  -0.37  1.01  1.18  -0.716
Br  -3.79  5.95  0.84  0.042
O  0.82  -2.12  2.90  -0.611
H  -1.03  -6.79  1.24  0.212
O  0.24  -1.45  0.85  -0.762
H  0.88  -2.13  -2.06  0.525
C  -1.72  2.44  -0.08  0.128
C  -2.12  4.08  2.13  -0.252
Cl  -3.13  -1.87  -4.39  -0.855
H  2.10  -2.60  -0.14  0.202
C  -1.12  2.10  1.16  0.348
H  2.95  -0.71  2.36  0.208
H  -2.25  4.73  2.99  0.241
H  1.67  0.49  2.56  0.248
N  2.20  0.15  0.55  -0.436
C  0.95  -1.39  1.95  0.799
Cl  -3.36  -4.15  -1.97  0.044
C  -2.70  3.00  -2.52  -0.230
C  -3.03  3.84  -1.51  -0.121
H  -2.57  -6.15  0.65  0.212
C  2.16  1.95  -1.04  0.788
C  -2.09  -3.04  -2.34  -0.185
H  -2.41  -3.21  2.89  0.214
C  -1.75  -5.98  1.35  -0.905
O  2.81  2.74  -1.68  -0.606
C  2.57  1.57  0.40  -0.335
C  2.03  -0.32  1.93  -0.349
H  2.00  2.17  1.11  0.234
C  -2.72  4.38  0.94  -0.052
Cl  -0.66  -3.80  -3.02  -0.003
C  -1.76  -2.07  -1.48  0.365
H  -1.54  1.54  -4.39  0.220
C  2.44  -1.88  -0.88  -0.074
O  1.10  1.31  -1.43  -0.731
C  -2.53  3.59  -0.21  -0.130
H  3.96  -1.04  0.37  0.203
H  3.15  -2.36  -1.55  0.188
H  3.63  1.75  0.55  0.208
H  3.53  -0.07  -1.04  0.220
H  -2.13  -5.98  2.37  0.206
Te  -0.74  -4.11  0.98  0.479
H  -3.65  4.71  -1.68  0.230
Ti  0.03  0.11  -0.38  1.679
C  -1.86  1.87  -2.31  0.347
O  1.33  -1.38  -1.64  -0.706
C  3.12  -0.68  -0.24  -0.239
H  -2.11  0.11  -3.51  0.327
N  -1.42  -0.98  -1.09  -0.637
H  -3.27  -3.24  1.32  0.217

E_HOMO = -3.542 eV
Net charge = -1
Molar mass = 841.04 g/mol
E = -245902.09655 eV
Multiplicity = 1
ΔE to the lowest compared entry with this formula, charge and spin = 1.790 eV
Frontier orbital gap = 4.840 eV

=====

3.
# C17H40N6O24S5

9 unconnected molecules or ions with the total composition C17H40N6O24S5 in a non-equilibrium geometry (ωB97M-V/def2-TZVPD, the Open Molecules 2025 dataset).

Each line ends with the Löwdin charge.
Cartesian coordinates (Å):
O  2.12  3.04  3.62  -0.278
H  -9.01  -4.74  1.41  0.116
H  1.78  2.31  -6.74  0.125
H  1.65  -1.48  -0.14  0.104
C  -4.45  2.78  7.70  -0.781
O  3.74  4.71  2.50  -0.201
C  0.59  -1.69  -0.05  -0.219
C  1.51  3.31  -6.39  -0.156
C  4.33  4.17  1.34  -0.201
H  0.73  3.78  -6.99  0.129
H  0.23  3.64  -4.58  0.124
O  6.33  -1.84  -4.50  -0.240
H  6.20  3.66  2.22  0.131
H  9.31  -2.33  -1.73  0.135
N  -8.00  -4.72  1.38  0.164
H  -1.60  5.18  2.46  0.128
H  -3.90  -5.98  -3.75  0.128
S  6.50  -1.09  -3.25  0.782
H  6.98  -3.92  -2.64  0.123
S  3.55  3.48  3.62  0.773
H  -1.40  -0.32  2.28  0.109
H  4.48  -6.81  2.70  0.106
S  -4.03  4.89  0.95  0.697
O  -5.37  -4.77  -4.38  -0.210
H  -1.70  0.70  0.09  0.114
H  -0.02  0.86  0.59  0.114
C  5.34  3.10  1.86  -0.170
H  0.18  -2.61  1.88  0.106
O  -5.34  5.24  0.37  -0.246
O  2.00  6.27  -5.50  -0.261
C  2.81  -6.93  1.60  -0.758
O  4.50  2.42  2.77  -0.198
C  -1.91  5.96  1.76  -0.152
C  -1.19  -0.91  1.40  -0.137
O  -2.84  4.84  -0.15  -0.196
H  -4.08  3.99  6.12  0.102
H  -2.02  -1.55  1.09  0.119
H  -7.89  -2.09  2.89  0.123
N  -8.31  -2.84  2.36  0.162
O  5.82  0.22  -3.05  -0.250
C  8.48  -2.34  -2.44  -0.214
O  8.05  -1.06  -2.68  -0.205
O  -3.28  -3.46  -4.60  -0.212
C  -1.67  5.56  0.34  -0.173
O  -0.16  -0.66  -0.68  -0.157
H  -1.39  6.87  2.06  0.137
O  -4.10  -4.78  -6.66  -0.253
C  -0.79  0.14  0.34  -0.196
H  7.29  -3.50  -0.96  0.127
C  1.19  3.18  -4.84  -0.168
H  5.64  2.52  0.98  0.136
O  -3.36  6.22  1.65  -0.209
H  0.51  -2.68  -0.50  0.110
O  2.13  3.95  -4.14  -0.212
N  3.55  -7.19  2.64  0.140
H  -3.35  2.42  6.03  0.118
H  3.14  -7.78  3.34  0.123
O  4.24  5.16  -4.90  -0.231
O  -4.60  1.60  7.99  0.017
H  4.82  4.93  0.74  0.132
H  -7.39  -5.46  1.07  0.131
H  -4.98  -5.30  -2.43  0.133
S  -4.57  -3.90  -5.58  0.732
O  2.60  4.19  -6.52  -0.219
H  3.41  -6.35  -0.22  0.119
H  -5.46  3.55  9.10  0.124
O  -3.98  3.70  1.77  -0.247
H  -9.18  -2.86  1.86  0.105
H  8.87  -2.68  -3.40  0.127
H  -4.24  -3.03  -2.90  0.123
H  1.27  2.14  -4.53  0.130
C  0.19  -1.61  1.44  -0.168
H  4.57  -6.10  1.00  0.103
O  -5.30  -2.73  -5.96  -0.227
O  1.67  -7.36  1.41  0.027
H  -1.39  6.42  -0.28  0.130
C  -4.48  -5.14  -3.38  -0.188
C  7.20  -3.09  -1.96  -0.175
H  -0.75  4.98  0.24  0.128
N  -3.92  3.08  6.54  0.145
N  3.62  -6.35  0.76  0.140
H  0.97  -1.02  1.91  0.106
S  2.83  5.08  -5.18  0.739
C  -3.58  -3.83  -3.25  -0.158
C  -7.44  -3.77  2.00  -0.875
O  -6.30  -3.80  2.29  0.073
O  6.17  -2.12  -1.99  -0.212
H  -2.72  -3.90  -2.59  0.131
O  4.12  3.92  4.91  -0.252
N  -4.89  3.84  8.32  0.161
H  3.62  3.71  0.65  0.126
H  -4.53  4.75  8.04  0.114

E_HOMO = -9.393 eV
SMILES = O=S1(=O)OCCO1.O=S1(=O)OCCO1.O=S1(=O)OCCO1.O=S1(=O)OCCO1.O=S1(=O)OCCO1.C1CCOC1.NC(N)=O.NC(N)=O.NC(N)=O
Net charge = 0
Molar mass = 872.86 g/mol
E = -130525.87832 eV
Multiplicity = 1
Frontier orbital gap = 9.235 eV

=====

4.
# C16H21BrO4

C16H21BrO4 in the gas phase in a non-equilibrium geometry (ωB97M-V/def2-TZVPD, the Open Molecules 2025 dataset).

Each line ends with the natural charge from an NBO analysis.
Cartesian coordinates (Å):
O  -3.98  -1.73  2.88  -0.717
C  4.98  0.83  -3.91  -0.114
C  -2.87  -1.19  3.60  0.255
C  -1.70  -1.25  2.62  -0.416
H  -1.61  -2.24  4.93  0.206
C  1.03  1.46  -2.18  0.525
C  4.28  -0.20  -3.29  -0.279
H  -2.62  -0.21  -1.48  0.212
H  -3.81  0.32  4.81  0.217
O  5.28  3.23  -4.15  -0.679
C  3.06  -0.02  -2.77  0.350
H  -4.20  -1.09  2.24  0.455
H  4.82  -1.20  -3.31  0.242
H  2.84  3.36  -3.59  0.256
H  -2.91  -1.62  5.74  0.207
H  1.45  -1.10  -2.82  0.490
H  -2.04  0.46  4.68  0.224
H  1.41  0.06  -0.47  0.219
Br  6.72  0.56  -4.54  0.089
H  0.09  -0.98  0.90  0.213
H  6.11  2.99  -3.75  0.480
C  -1.92  0.59  -1.50  -0.682
H  -2.35  1.49  -1.00  0.247
H  -2.83  -0.90  0.88  0.193
C  2.43  1.21  -2.80  -0.206
C  -0.68  0.08  -0.82  0.157
H  -3.24  -3.03  4.77  0.234
C  3.18  2.34  -3.35  -0.202
H  -1.04  -1.93  -0.06  0.215
O  0.31  2.38  -2.60  -0.540
C  -2.67  -2.09  4.84  -0.622
C  0.63  0.51  -1.09  -0.366
C  -1.91  -0.56  1.27  -0.403
H  -1.81  0.80  -2.60  0.249
C  -2.97  0.28  4.09  -0.643
O  2.40  -1.21  -2.76  -0.681
H  -1.99  0.53  1.29  0.203
H  -1.38  -2.30  2.50  0.212
C  -0.77  -0.91  0.33  -0.434
H  -0.88  -0.78  3.14  0.196
C  4.42  2.16  -3.82  0.229
H  -3.25  0.90  3.19  0.208

E_HOMO = -8.766 eV
SMILES = C/C(=C\C(=O)c1cc(O)c(Br)cc1O)CCCC(C)(C)O
Net charge = 0
Molar mass = 357.24 g/mol
E = -95162.69726 eV
Multiplicity = 1
Frontier orbital gap = 8.415 eV

=====

5.
# C8H40B6Ca2O2

A molecular structure, C8H40B6Ca2O2 in a non-equilibrium geometry (ωB97M-V/def2-TZVPD, the Open Molecules 2025 dataset).

Each line ends with the natural charge from an NBO analysis.
Cartesian coordinates (Å):
B  -3.39  11.43  -15.96  -0.736
B  -6.09  12.53  -17.94  -0.817
H  -7.19  12.04  -14.29  -0.026
H  -8.42  10.13  -14.38  -0.010
H  -9.76  9.92  -15.46  0.012
O  -7.29  14.65  -12.08  -0.592
H  -3.50  12.45  -16.30  0.022
H  -5.46  11.82  -17.43  -0.051
H  -8.57  11.09  -15.91  -0.022
C  -8.23  15.70  -11.75  -0.075
B  -6.36  12.73  -14.23  -0.865
Ca  -5.35  14.71  -13.40  1.787
H  -10.17  15.56  -12.72  0.204
H  -7.61  12.47  -11.78  0.248
H  -4.25  14.51  -15.02  -0.104
H  -5.56  12.57  -14.93  0.065
H  -2.67  15.18  -14.49  0.010
H  -3.44  13.18  -13.62  0.026
H  -8.51  15.41  -14.88  0.205
H  -9.51  17.68  -14.50  0.191
H  -10.36  15.45  -11.02  0.199
H  -2.85  11.41  -15.03  -0.016
B  -3.42  15.16  -15.27  -0.807
B  -3.22  13.44  -12.60  -0.813
H  -7.79  13.46  -10.41  0.165
H  -3.83  16.14  -15.48  -0.080
H  -10.04  13.03  -11.36  0.207
H  -5.52  18.01  -14.16  0.202
H  -4.05  13.85  -12.05  -0.144
H  -8.12  16.61  -12.33  0.196
C  -7.57  18.52  -14.92  -0.435
H  -7.98  16.06  -10.75  0.161
H  -7.87  19.05  -14.02  0.193
C  -9.71  15.14  -11.84  -0.432
H  -7.76  15.90  -16.29  0.216
C  -9.40  13.68  -11.96  -0.442
C  -6.28  17.67  -14.86  -0.094
H  -2.78  12.63  -12.04  -0.011
Ca  -6.48  10.76  -15.80  1.821
H  -2.83  10.88  -16.71  -0.042
C  -7.96  13.46  -11.49  -0.067
B  -8.70  10.14  -15.42  -0.874
H  -2.92  14.69  -16.10  0.044
H  -8.20  9.34  -15.94  -0.053
H  -5.99  12.72  -13.22  -0.029
H  -6.13  12.31  -18.99  -0.028
H  -5.72  17.68  -15.79  0.218
H  -6.74  13.72  -14.47  -0.049
O  -6.81  16.35  -14.54  -0.571
H  -9.19  17.78  -16.25  0.212
H  -4.35  10.96  -15.83  -0.186
H  -2.46  14.21  -12.55  -0.003
H  -5.67  13.51  -17.79  0.019
H  -7.56  19.28  -15.70  0.206
H  -7.06  12.50  -17.48  -0.071
C  -7.98  16.27  -15.30  -0.096
H  -9.47  13.42  -13.02  0.242
C  -8.75  17.57  -15.28  -0.430

E_HOMO = -1.536 eV
Net charge = -2
Molar mass = 313.43 g/mol
E = -53963.79749 eV
Multiplicity = 1
Frontier orbital gap = 5.329 eV